[1]
14
Properties=species:S:1:pos:R:3 method="wB97M-V/def2-TZVPD" e_homo_ev=-8.4 e_above_lowest_kcal_mol=101.91 smiles="S=C[C@@H]1C=CNC=N1" energy_ha=-701.6766 gap_ev=8.2 total_charge=0
S 1.617 -1.312 -1.016
C 1.634 0.277 -0.545
C 0.561 0.653 0.622
C -0.065 -0.597 1.203
C -1.366 -0.608 1.136
N -2.187 0.243 0.427
C -1.584 1.393 -0.334
N -0.339 1.595 -0.332
H 2.352 1.061 -1.012
H 1.208 1.331 1.399
H 0.333 -1.747 1.332
H -1.671 -1.442 1.658
H -3.108 0.296 0.774
H -2.383 1.925 -1.054

---

[2]
14
Properties=species:S:1:pos:R:3 method="wB97M-V/def2-TZVPD" e_homo_ev=-6.7 e_above_lowest_kcal_mol=87.94 energy_ha=-701.6988 gap_ev=7.1 total_charge=0
C -0.674 1.549 -0.380
C 0.139 1.815 0.684
C 0.220 -0.323 0.195
C -1.725 -0.464 -1.491
C 0.577 -1.770 0.369
N -0.596 0.199 -0.724
N 0.794 0.661 0.945
S -1.374 -0.585 -3.069
H -1.409 2.246 -0.759
H 0.515 2.793 1.037
H 1.429 0.399 1.737
H 0.305 -2.389 -0.337
H 1.608 -1.918 0.432
H 0.191 -2.212 1.362

---

[3]
14
Properties=species:S:1:pos:R:3 method="wB97M-V/def2-TZVPD" e_homo_ev=-8.2 e_above_lowest_kcal_mol=59.99 energy_ha=-701.7434 gap_ev=8.0 total_charge=0
C 1.209 -0.139 -0.238
C 0.534 1.176 -0.160
C -0.870 1.153 -0.250
C -1.448 -0.002 -0.189
C -0.756 -1.186 -0.313
H 2.938 -0.945 0.627
H 2.929 0.784 0.269
H 1.170 1.995 -0.042
H -1.573 1.972 -0.391
H -3.041 -1.098 1.341
H -1.116 -2.245 -0.298
N 2.631 -0.110 0.043
N 0.585 -1.299 -0.330
S -3.192 -0.057 -0.069